i.
This record from the OMol25 dataset describes 2 unconnected molecules or ions with the total composition C4H10NO2S. The level of theory is ωB97M-V with the def2-TZVPD basis set.

Its LUMO energy is 3.613 eV. As for the orbital gap: 6.5 eV. As for the total charge: -1.

XYZ file:
```
18
C4H10NO2S (ωB97M-V with the def2-TZVPD basis set)
S 0.656 -2.034 2.227
O 1.767 1.397 1.750
O 1.093 1.385 -1.901
N 0.404 -0.627 -1.178
C -0.511 -1.122 1.155
C -0.361 -1.509 -0.302
C -1.043 1.361 -0.877
C 0.251 0.710 -1.296
H 0.050 -2.520 -0.299
H 2.177 1.777 0.960
H -1.748 1.267 -1.704
H 1.310 -0.929 -1.487
H -0.383 -0.064 1.390
H -1.552 -1.338 1.406
H -0.890 2.417 -0.650
H -1.487 0.927 0.008
H -1.392 -1.558 -0.702
H 1.659 0.460 1.501
```

***

ii.
This record from the OMol25 dataset describes 2 unconnected molecules or ions with the total composition C4H10NO2S. The level of theory is ωB97M-V with the def2-TZVPD basis set.

Its LUMO energy is 3.651 eV. As for the orbital gap: 6.6 eV. As for the total charge: -1.

XYZ file:
```
18
C4H10NO2S (ωB97M-V with the def2-TZVPD basis set)
S 0.874 -2.220 -1.443
O -0.704 3.119 0.629
O 3.230 1.095 -0.466
N -0.060 0.943 0.770
C -0.937 1.954 0.900
C -0.624 -1.155 -1.477
C -0.367 -0.463 0.968
C -1.292 -1.078 -0.069
H 0.764 1.167 0.226
H -1.298 -2.156 0.153
H -2.276 -0.604 -0.050
H -0.214 -0.157 -1.669
H 3.301 0.785 0.428
H 0.568 -1.020 0.991
H -1.358 -1.469 -2.211
H -1.898 1.611 1.324
H -0.822 -0.642 1.951
H 3.114 0.290 -0.955
```

***

Which structure loses on stability? ii does.

***

i.
This record from the OMol25 dataset describes a single C18H20N2O3S molecule. The level of theory is ωB97M-V with the def2-TZVPD basis set.

Its LUMO energy is 0.588 eV. As for the orbital gap: 8.6 eV. As for the structure (SMILES): COC(=O)Cc1ccc(NC(=S)NCc2ccccc2OC)cc1. As for the total charge: 0.

XYZ file:
```
44
C18H20N2O3S (ωB97M-V with the def2-TZVPD basis set)
S 0.123 -4.651 0.384
O 2.310 3.984 -1.335
O 0.109 3.584 -1.448
O -0.718 0.016 1.291
N 0.863 -2.180 0.998
N 0.707 -2.725 -1.257
C 2.107 4.758 -0.159
C -1.957 -2.887 3.090
C -1.209 1.166 0.641
C -3.312 -2.619 3.192
C 0.970 -1.442 -1.743
C 0.382 0.376 -3.208
C 0.581 -3.100 0.052
C 2.224 0.610 -1.702
C -1.613 -0.820 1.913
C 0.376 -2.326 2.352
C 1.398 1.158 -2.676
C -2.973 -0.556 2.013
C 1.220 3.444 -1.888
C 2.022 -0.675 -1.240
C 1.582 2.595 -3.090
C 0.174 -0.913 -2.758
C -3.814 -1.451 2.652
C -1.096 -2.003 2.464
H -1.939 0.909 -0.130
H 3.065 5.215 0.074
H 0.913 2.841 -3.915
H 2.691 -1.098 -0.507
H -1.656 1.869 1.350
H 1.347 5.521 -0.335
H 0.961 -1.648 2.981
H -0.351 1.637 0.165
H 0.321 -3.396 -1.907
H 3.038 1.199 -1.302
H -1.558 -3.804 3.496
H -0.261 0.781 -3.975
H 2.616 2.797 -3.369
H -3.388 0.347 1.595
H 0.871 -1.216 0.685
H 1.779 4.117 0.662
H -4.868 -1.228 2.718
H -0.622 -1.512 -3.175
H 0.552 -3.356 2.669
H -3.967 -3.321 3.683
```

***

ii.
This record from the OMol25 dataset describes a single C18H20N2O3S molecule. The level of theory is ωB97M-V with the def2-TZVPD basis set.

Its LUMO energy is 0.710 eV. As for the orbital gap: 8.9 eV. As for the structure (SMILES): Cc1cc(C(=O)N2CCN(Cc3ccc4c(c3)OCO4)CC2)cs1. As for the total charge: 0.

XYZ file:
```
44
C18H20N2O3S (ωB97M-V with the def2-TZVPD basis set)
S 0.700 2.364 3.312
O -1.961 2.417 -3.321
O -2.468 1.281 -1.381
O -0.821 -2.098 2.441
N 1.206 -2.252 -0.764
N 1.331 -2.043 1.753
C -0.542 2.190 2.109
C -1.162 1.307 -3.222
C 0.924 -2.255 -2.181
C 1.280 -3.431 1.337
C -1.301 3.370 1.617
C 0.221 0.016 2.398
C 0.183 -0.998 -2.561
C 2.419 -1.328 1.132
C -0.681 0.893 1.737
C -2.797 2.392 -2.185
C -0.826 -0.543 -1.704
C 0.490 -0.302 -3.718
C 1.019 0.672 3.281
C -0.184 0.865 -4.077
C -1.473 0.614 -2.051
C 0.182 -1.459 2.188
C 1.556 -3.527 -0.178
C 2.164 -1.232 -0.385
H 0.934 -4.308 -0.616
H 2.522 -0.335 1.566
H 3.336 -1.890 1.333
H -3.850 2.319 -2.503
H -1.403 0.561 1.014
H -1.768 3.901 2.445
H 3.118 -1.341 -0.934
H 0.286 -3.119 -2.393
H 1.734 -0.260 -0.640
H -0.640 4.068 1.102
H -1.061 -1.087 -0.805
H 2.016 -4.011 1.904
H 1.762 0.266 3.939
H 1.272 -0.668 -4.366
H 0.279 -3.793 1.576
H 1.839 -2.351 -2.793
H 2.613 -3.789 -0.364
H 0.054 1.402 -4.979
H -2.659 3.321 -1.608
H -2.074 3.038 0.928
```

***

Which structure loses on stability? ii does.

***

i.
This record from the OMol25 dataset describes 2 unconnected molecules or ions with the total composition C2H7OS. The level of theory is ωB97M-V with the def2-TZVPD basis set.

Its LUMO energy is 4.178 eV. As for the orbital gap: 7.0 eV. As for the total charge: -1.

XYZ file:
```
11
C2H7OS (ωB97M-V with the def2-TZVPD basis set)
S -0.859 1.306 -2.326
O 0.235 -1.138 -0.835
C -0.160 -0.430 1.456
C 0.784 -0.433 0.250
H 0.141 -0.466 -1.557
H 1.791 -0.729 0.554
H -1.590 2.396 -2.596
H -1.047 -0.031 0.969
H -0.481 -1.395 1.874
H 0.197 0.293 2.191
H 0.991 0.626 0.020
```

***

ii.
This record from the OMol25 dataset describes 2 unconnected molecules or ions with the total composition C2H7OS. The level of theory is ωB97M-V with the def2-TZVPD basis set.

Its LUMO energy is 3.984 eV. As for the orbital gap: 4.5 eV. As for the total charge: -1.

XYZ file:
```
11
C2H7OS (ωB97M-V with the def2-TZVPD basis set)
S 0.773 -0.503 -0.756
O -2.217 -1.552 0.659
C 1.723 0.205 0.614
C -0.479 0.715 -1.138
H -2.607 -0.708 0.893
H 1.767 1.282 0.541
H 2.700 -0.216 0.543
H -1.043 0.437 -2.021
H -0.287 1.738 -0.880
H 1.202 -0.100 1.529
H -1.533 -1.298 0.016
```

***

iii.
This record from the OMol25 dataset describes 2 unconnected molecules or ions with the total composition C2H7OS. The level of theory is ωB97M-V with the def2-TZVPD basis set.

Its LUMO energy is 3.952 eV. As for the orbital gap: 5.3 eV. As for the total charge: -1.

XYZ file:
```
11
C2H7OS (ωB97M-V with the def2-TZVPD basis set)
S 0.601 -1.387 -0.686
O -2.308 1.656 0.163
C 1.098 0.653 1.174
C 0.425 0.250 -0.115
H -0.425 -2.066 -0.134
H 1.701 -0.143 1.623
H -2.860 0.943 0.501
H 0.462 0.951 2.023
H 0.133 1.030 -0.811
H 1.853 1.442 0.993
H -1.400 1.280 0.218
```

***

Which structure loses on stability? ii does.